A structure of composition C50H116As4F24N4O2P, computed with ωB97M-V/def2-TZVPD.

The geometry in ORCA input format:
```
! RIJCOSX wB97M-V def2-TZVPD def2/J DEFGRID3
* xyz 0 2
C 4.830 -9.566 -9.538
C 4.912 -10.529 -8.393
C 3.881 -10.406 -7.331
C 3.824 -9.094 -6.592
P 2.226 -8.627 -5.899
C 0.907 -8.669 -7.135
C 1.158 -7.601 -8.202
C -0.076 -6.941 -8.894
C 0.427 -6.037 -9.951
C 2.266 -7.041 -5.135
C 1.007 -6.424 -4.458
C 1.159 -4.927 -4.234
C 1.726 -4.372 -3.018
C 1.899 -9.858 -4.532
C 1.386 -11.237 -5.100
C 1.414 -12.317 -3.959
C 2.902 -12.587 -3.485
H 3.851 -9.732 -9.986
H 5.488 -9.491 -10.405
H 4.884 -8.504 -9.296
H 5.930 -10.538 -8.004
H 4.947 -11.547 -8.780
H 4.049 -11.228 -6.636
H 2.980 -10.694 -7.874
H 4.001 -8.218 -7.216
H 4.514 -9.092 -5.749
H -0.090 -8.452 -6.753
H 0.880 -9.696 -7.501
H 1.865 -8.026 -8.915
H 1.755 -6.800 -7.768
H -0.620 -6.304 -8.196
H -0.780 -7.691 -9.256
H 0.989 -5.239 -9.465
H -0.354 -5.523 -10.511
H 1.199 -6.376 -10.642
H 2.629 -6.340 -5.887
H 2.997 -7.190 -4.341
H 0.855 -6.961 -3.522
H 0.150 -6.683 -5.080
H 0.191 -4.433 -4.320
H 1.720 -4.609 -5.113
H 2.804 -4.216 -3.046
H 1.513 -5.088 -2.224
H 1.338 -3.403 -2.703
H 1.045 -9.370 -4.062
H 2.729 -9.914 -3.828
H 2.160 -11.705 -5.709
H 0.446 -11.108 -5.636
H 0.834 -13.207 -4.204
H 0.834 -11.820 -3.181
H 3.692 -12.016 -3.973
H 3.128 -13.580 -3.874
H 3.084 -12.780 -2.428
C 2.132 7.587 8.788
C 3.471 7.359 8.157
N 3.617 6.231 7.064
C 5.157 6.069 6.789
C 3.043 4.798 7.440
C 1.517 4.527 7.146
C 2.897 6.847 5.760
C 3.219 6.261 4.376
O 3.077 4.903 4.608
C 3.331 4.074 3.438
H 1.394 8.216 8.289
H 2.378 8.138 9.696
H 1.492 6.743 9.046
H 4.061 6.892 8.945
H 3.774 8.359 7.843
H 5.650 5.956 7.754
H 5.542 6.981 6.332
H 5.300 5.355 5.977
H 3.363 4.706 8.478
H 3.699 4.153 6.855
H 1.202 4.753 6.128
H 0.904 5.064 7.870
H 1.225 3.477 7.173
H 3.319 7.851 5.720
H 1.825 6.917 5.947
H 4.211 6.505 3.996
H 2.488 6.614 3.649
H 4.371 4.022 3.117
H 2.734 4.412 2.591
H 2.851 3.096 3.482
C -2.600 -0.769 1.642
C -1.426 -0.382 2.430
N -0.027 -0.140 1.705
C 1.002 0.050 2.814
C 0.295 -1.498 0.986
C 1.679 -1.423 0.254
C -0.018 1.051 0.696
C -0.746 2.195 1.251
O -0.119 2.571 2.410
C -0.356 3.913 2.738
H -2.577 -1.656 1.009
H -2.837 -0.009 0.898
H -3.459 -0.597 2.291
H -1.308 -1.189 3.153
H -1.539 0.459 3.115
H 0.946 0.855 3.547
H 1.982 0.222 2.370
H 1.117 -0.891 3.350
H -0.549 -1.826 0.381
H 0.292 -2.267 1.758
H 2.616 -1.311 0.801
H 1.694 -0.659 -0.523
H 1.617 -2.248 -0.455
H -0.562 0.578 -0.122
H 1.012 1.213 0.377
H -1.830 2.101 1.316
H -0.649 2.956 0.477
H -0.040 4.116 3.761
H -1.416 4.153 2.663
H 0.200 4.579 2.078
C -3.006 1.245 5.729
C -4.121 1.854 6.676
C -5.139 2.804 5.901
C -5.868 2.110 4.722
N -6.990 2.923 3.971
C -8.390 3.042 4.754
C -8.877 4.478 4.451
C -7.926 5.176 3.447
C -6.538 4.411 3.771
C -7.275 2.228 2.594
H -3.069 0.363 5.092
H -2.197 0.887 6.366
H -2.582 1.964 5.027
H -3.458 2.474 7.280
H -4.642 1.111 7.279
H -4.487 3.544 5.438
H -5.774 3.260 6.660
H -6.459 1.297 5.143
H -5.271 1.645 3.937
H -9.078 2.207 4.623
H -8.143 2.934 5.810
H -9.932 4.446 4.176
H -8.766 5.064 5.363
H -8.144 4.924 2.410
H -7.932 6.266 3.460
H -5.733 4.483 3.040
H -6.240 4.753 4.763
H -8.084 2.849 2.207
H -7.647 1.231 2.828
H -6.452 2.234 1.879
C -2.107 8.893 -0.780
C -0.773 8.374 -1.386
C -0.815 6.947 -1.920
C 0.528 6.463 -2.503
N 0.458 5.156 -3.244
C -0.690 5.102 -4.295
C -0.015 4.664 -5.549
C 1.311 4.037 -5.149
C 1.749 4.818 -3.938
C 0.273 4.109 -2.144
H -2.485 8.292 0.047
H -2.872 8.903 -1.557
H -2.014 9.891 -0.351
H 0.119 8.482 -0.769
H -0.464 9.024 -2.205
H -1.409 7.128 -2.816
H -1.381 6.242 -1.311
H 1.299 6.397 -1.735
H 0.876 7.210 -3.216
H -1.392 4.338 -3.959
H -1.021 6.090 -4.615
H -0.631 3.801 -5.801
H 0.053 5.422 -6.329
H 1.138 2.988 -4.911
H 2.111 4.050 -5.890
H 2.548 4.481 -3.277
H 2.084 5.792 -4.293
H 0.366 3.117 -2.585
H -0.785 4.207 -1.899
H 0.959 4.262 -1.311
As 3.249 0.169 6.766
F 4.702 -0.831 7.288
F 4.239 1.051 5.630
F 1.783 1.141 6.418
F 2.414 -0.750 8.078
F 3.601 1.441 8.008
F 2.738 -1.024 5.514
As -1.155 -0.753 -3.497
F -0.443 -1.042 -5.130
F -2.872 -1.144 -4.030
F -1.697 -0.318 -1.858
F 0.537 -0.330 -2.964
F -1.509 0.957 -3.978
F -0.872 -2.488 -2.952
As 3.830 2.157 -0.860
F 5.594 2.266 -0.519
F 4.231 2.342 -2.570
F 2.159 1.877 -1.385
F 3.459 1.997 0.827
F 3.464 3.886 -0.704
F 3.998 0.384 -0.875
As -7.087 -2.144 3.417
F -8.462 -2.451 2.360
F -7.867 -0.604 3.915
F -5.801 -1.783 4.573
F -6.148 -3.605 2.877
F -6.177 -1.317 2.110
F -7.828 -3.179 4.753
*
```

## Properties
⟨S²⟩: 0.75
HOMO level (spin up / spin down), eV: -1.8 / -9.7